(1)
ORCA calculation (ωB97M-V/def2-TZVPD) on a 13-piece molecular cluster, C52H104O18 overall.

Each line ends with the Mulliken charge.
CARTESIAN COORDINATES (ANGSTROEM)
H -3.14 0.84 -0.23  -0.499
C -4.91 -0.25 -0.70  -0.473
H 0.53 -0.46 -5.43  -0.426
C -5.26 4.99 -1.56  -0.655
H -6.08 5.38 -2.13  0.499
C -5.17 1.36 3.91  -0.455
H 1.38 1.90 -7.17  0.303
H -0.05 -4.16 -6.43  0.325
H 0.77 -2.62 -6.28  0.156
C 0.38 -1.42 0.83  1.114
H -1.30 -1.50 -6.53  0.190
H -0.24 1.61 2.90  -0.425
O -3.71 -7.40 0.01  -0.608
H -5.04 7.02 -0.75  0.382
O -4.69 -1.42 0.05  -0.401
C -3.31 -3.07 1.00  0.182
H -4.10 -3.09 1.80  0.418
H -5.48 2.03 4.70  0.316
C -0.26 0.01 -0.77  0.864
C 7.26 1.11 -0.65  -0.286
C -1.65 5.01 -3.20  -1.420
H 1.97 -0.37 -6.34  0.644
C 0.52 1.79 3.64  0.304
C 1.42 3.07 -0.07  0.291
C 1.43 -3.42 3.78  0.834
C 0.16 -3.55 -4.36  -0.455
O 1.26 3.73 1.22  -0.282
C -1.39 -6.34 -0.36  -0.656
C -3.66 1.38 3.69  -0.029
O -5.41 0.04 4.33  -0.519
H -4.61 1.81 -0.47  -0.051
H 0.24 -4.65 -4.19  0.444
O -3.57 5.77 0.07  -0.453
C -3.56 -2.17 -0.10  0.611
H 1.68 3.26 -4.85  0.317
C -4.21 0.92 -0.07  1.241
H -1.89 1.22 -4.09  -0.471
H 1.14 -1.04 -2.04  -0.259
C -4.98 5.99 -0.41  -0.331
C -1.34 -2.43 -5.94  -0.578
H -1.67 -6.22 0.70  0.390
O -2.83 -1.95 -1.02  -0.160
O -2.51 -6.02 -1.23  -0.141
H 5.68 -0.33 -0.57  -0.287
H -1.35 4.30 0.30  -0.223
H 1.84 0.50 -1.36  0.171
C -3.62 -6.61 -0.90  0.762
H 1.92 0.47 2.52  -0.720
H 2.46 4.97 2.36  0.484
H 4.20 4.80 0.09  0.401
O 2.65 0.98 4.37  -0.424
H 5.61 -0.42 -3.09  0.341
H 2.32 -1.92 -0.17  0.689
H -4.64 -0.42 -1.77  0.175
H 8.04 2.44 -2.39  0.214
H -5.14 -6.93 -2.33  0.370
H 2.09 0.04 6.14  0.235
H 5.81 -0.71 6.38  0.380
H 6.59 3.11 -1.52  0.201
H 0.30 -3.39 6.09  0.325
H -1.86 -4.01 -3.85  0.163
H -2.51 5.52 -3.72  0.354
H 5.08 -2.19 4.72  0.330
H 0.55 2.87 3.89  0.332
H -1.76 3.52 1.75  -0.409
H 3.84 -0.93 4.49  -0.590
H -0.84 5.06 -3.94  0.368
H 1.93 5.63 0.80  0.259
C 5.72 -0.28 5.39  -0.596
C -3.36 4.70 0.84  0.544
H -4.49 0.96 1.02  -0.577
C 7.11 2.15 -1.82  -0.391
H 2.34 -0.44 0.74  -0.472
H 0.54 2.61 -3.60  -0.677
H -0.20 -5.34 -2.00  -0.104
H 5.34 0.79 5.46  0.218
H 2.86 1.19 -4.61  0.457
H -0.93 -0.67 -1.37  -0.224
H -2.81 1.24 -2.54  -0.781
H -3.48 -0.26 2.24  -1.154
H 8.27 0.97 -0.42  0.446
C -3.26 -0.10 3.29  2.367
H 3.21 -3.23 2.58  0.000
C 6.90 -0.24 3.44  -0.673
C 1.92 1.34 3.14  0.283
H 4.96 0.28 2.82  -0.201
H -3.19 1.71 4.63  0.463
H -1.13 -2.29 4.19  -0.414
H -5.63 5.78 0.41  0.292
C 1.79 1.00 -4.56  0.119
H -2.93 -4.06 0.65  -0.429
H 2.54 2.00 2.64  0.046
H -0.56 1.08 -0.93  -0.533
C -0.03 -3.22 -5.85  -0.591
C 1.01 2.40 -4.60  0.630
H 3.34 2.08 -0.08  -0.216
C 2.90 3.03 -0.32  0.018
O -0.47 -0.32 0.59  0.926
H -1.22 -2.80 -2.70  -0.319
C 2.28 4.70 1.32  -0.806
H -4.66 -1.74 3.89  0.218
H -6.04 -0.13 -0.75  0.312
H 0.69 -5.66 -0.41  0.463
C 6.48 0.04 -2.66  -0.505
C -0.34 -3.91 5.34  -0.614
H 1.91 1.90 6.03  0.286
O 6.22 1.51 -2.79  -0.393
H -0.58 -4.29 -0.58  -0.303
H -3.70 -0.03 -4.64  0.200
C -1.96 4.43 1.17  0.368
H 1.12 -3.16 -3.95  0.198
C 1.26 0.25 -5.83  -0.067
O -1.59 -2.01 -4.57  -0.049
H -4.17 1.58 -5.31  0.395
H -2.12 -3.72 4.23  0.391
O -1.22 2.93 -2.06  -0.063
H -0.23 1.03 -7.29  0.379
C -4.23 -0.81 4.22  -0.496
C -0.30 -5.41 -0.87  -0.171
C 0.58 1.37 -6.60  -0.722
H 2.04 -4.29 1.87  0.011
O -2.86 3.01 -3.59  -0.412
C 6.64 -0.19 -1.15  0.024
C 5.49 -0.62 3.11  0.061
C -4.72 -6.13 -1.76  -0.959
H 4.04 3.61 1.44  0.080
H 0.56 -1.59 1.90  -0.445
H 0.02 -2.35 0.41  -1.015
H 7.22 -1.05 -0.92  0.438
C -2.82 1.57 -3.55  2.148
H -0.43 1.22 5.58  0.402
H 0.87 3.67 -0.78  0.124
H -2.25 -0.39 3.42  -0.698
C 2.43 -4.00 2.81  -0.712
H -1.54 5.29 1.73  0.504
H -5.45 -5.58 -1.13  0.268
H 5.52 -1.32 2.30  0.347
H -3.82 -1.01 5.22  0.242
O 7.04 -0.37 4.89  -0.475
C 3.51 4.10 0.59  -0.608
H -4.91 1.03 -3.83  0.380
C 1.19 -0.36 -1.16  0.233
O 1.33 -2.29 4.14  -0.407
H 7.05 0.81 3.16  0.289
H 7.44 -0.20 -3.17  0.241
H 0.98 2.08 -0.02  -0.677
O -0.02 2.24 -5.56  -0.408
H -4.42 -5.36 -2.55  0.132
C 0.36 0.86 4.83  0.802
C 1.76 0.90 5.49  -0.509
C -1.89 3.56 -2.87  0.565
H 3.16 3.36 -1.31  0.751
H -3.36 2.16 3.00  -0.516
C -1.47 -3.08 4.79  -0.030
H -5.67 1.61 3.01  0.272
C -3.96 1.02 -4.39  -1.605
H 2.87 -4.89 3.26  0.446
C 1.71 -1.09 0.11  -0.316
C -1.20 -3.13 -3.76  0.266
H -2.10 -3.11 -6.28  0.402
H -1.23 5.59 -2.34  0.226
H -2.49 -2.54 1.50  -0.438
H -1.18 -7.44 -0.54  0.456
H -1.95 -2.57 5.64  0.239
O -4.29 4.07 1.29  -0.612
H 1.56 0.37 -3.73  -0.620
O 0.62 -4.40 4.28  -0.427
H -0.78 -4.87 5.74  0.326
H -5.41 3.91 -1.31  0.057
H 6.66 1.53 0.19  -0.018
H -4.35 4.96 -2.16  -0.046
H 0.11 -0.18 4.50  -0.823
C 4.92 -1.15 4.45  0.505
H 7.65 -0.90 3.14  0.369

Computed properties:
Gap between HOMO and LUMO, eV: 9.41
Charge: 0
Highest occupied orbital energy, eV: -8.9845
Energy relative to the best compared isomer or geometry (same formula, charge and spin), kcal per mole: 32.37



(2)
ORCA calculation (ωB97M-V/def2-TZVPD) on C17H29NO5P2W as an isolated structure.

Each line ends with the Mulliken charge.
CARTESIAN COORDINATES (ANGSTROEM)
H -2.67 -0.40 1.90  0.232
H -3.58 1.72 0.65  0.274
H 0.74 -2.26 -1.99  0.345
H -0.10 3.55 -1.11  0.384
O -0.23 -0.03 -2.27  -0.610
H -4.56 1.32 -0.76  0.531
H -1.01 3.37 0.41  0.300
H -1.12 1.90 2.50  0.325
H -2.75 2.59 -7.35  0.376
W 0.32 -0.06 -0.43  1.605
C 2.80 -1.64 0.13  0.489
C -1.89 -0.96 2.41  -1.181
N 0.69 -2.25 -0.97  -0.601
H 3.01 3.57 0.50  0.467
H 1.93 -0.91 2.81  0.355
C -3.25 1.73 -3.35  -1.350
H 1.72 -3.43 0.46  0.268
H 0.66 -1.25 4.00  0.490
H 2.52 -3.36 -1.10  0.409
C -2.45 1.22 -1.07  1.171
C -0.20 1.37 2.78  -1.031
C 1.04 2.12 2.29  -1.105
C -1.96 1.05 -5.25  0.760
H 0.87 -2.32 2.62  0.348
P -0.27 -0.28 1.99  0.966
C -3.10 1.69 -4.70  -0.779
C -2.29 1.17 -2.47  0.182
H -1.95 -2.01 2.11  0.401
H -0.21 1.27 3.86  0.610
H 1.07 3.14 2.67  0.600
O -1.73 0.96 -6.54  -0.404
C 2.74 2.64 -0.01  -1.371
H -3.75 2.87 -0.69  0.448
H -2.06 -0.90 3.49  0.461
C 1.94 -2.78 -0.39  -0.493
H -2.24 1.30 -8.46  0.262
C -0.99 0.48 -4.42  -0.571
H 1.95 1.62 2.63  0.390
O -1.56 0.75 -0.26  -0.264
P 1.07 2.14 0.46  1.040
H -3.85 2.12 -5.34  0.500
H 2.79 2.80 -1.09  0.411
H -4.13 2.21 -2.93  0.490
O 3.89 -1.74 0.56  -0.491
H -0.13 0.00 -4.85  0.529
C -0.02 3.51 -0.02  -1.319
C -3.66 1.82 -0.43  -2.006
C -2.66 1.51 -7.49  -0.893
H -3.63 1.02 -7.39  0.380
H -0.10 -2.84 -0.73  0.318
C -1.15 0.54 -3.05  0.624
H 3.45 1.86 0.26  0.382
O 2.12 -0.44 0.08  -0.741
H 0.40 4.45 0.34  0.492
C 0.91 -1.28 2.94  -1.405

Computed properties:
Gap between HOMO and LUMO, eV: 7.34
Charge: +2
Highest occupied orbital energy, eV: -14.2589
Energy relative to the best compared isomer or geometry (same formula, charge and spin), kcal per mole: 0.09



(3)
ORCA calculation (ωB97M-V/def2-TZVPD) on an isolated ion of composition C4H5ClNO4 and charge -1.

Each line ends with the Mulliken charge.
CARTESIAN COORDINATES (ANGSTROEM)
C -2.41 0.07 -0.28  -1.156
H 0.60 -1.33 1.55  0.416
O 1.44 -0.75 1.49  -0.521
O -1.17 -1.53 0.80  -0.693
H 0.20 0.71 -1.01  0.223
O 1.59 1.92 -0.70  -0.683
H -2.26 1.01 -0.69  0.348
Cl 2.02 -1.46 -1.03  -0.334
H -3.20 0.22 0.44  0.334
C 1.35 -0.25 0.24  0.279
N 0.06 0.03 -0.26  -0.143
O 3.47 1.23 0.37  -0.691
C -1.08 -0.49 0.19  0.783
H -2.90 -0.56 -1.05  0.247
C 2.31 1.18 -0.06  0.591

Computed properties:
Gap between HOMO and LUMO, eV: 8.06
Charge: -1
Highest occupied orbital energy, eV: -4.6451
Energy relative to the best compared isomer or geometry (same formula, charge and spin), kcal per mole: 0.00
SMILES: CC(=O)N[C@@](O)(Cl)C(=O)[O-]



Q: What is the formula in the first record?
A: C52H104O18



Q: What is the highest occupied orbital energy in the first record?
A: -8.9845 eV



Q: Look up the gap between HOMO and LUMO of the third one.
A: 8.06 eV



Q: Which of these has the lowest gap between HOMO and LUMO?
A: C17H29NO5P2W